Below is a structure of composition C24H37AgClF5NO2S in a non-equilibrium geometry, with properties calculated with ωB97M-V with the def2-TZVPD basis set.

```
! RIJCOSX wB97M-V def2-TZVPD def2/J DEFGRID3
* xyz 1 1
C 0.48 -2.65 1.61
C -0.65 -2.83 0.53
C -0.63 -1.68 -0.61
C 0.26 -2.26 -1.76
N 1.62 -2.70 -1.32
O -0.23 -0.52 0.06
C 0.39 0.56 -0.65
C 0.28 1.82 0.36
C 0.37 1.41 1.88
C -1.00 1.41 2.65
S -1.58 3.15 2.82
C -0.29 1.05 -1.98
C 0.04 2.57 -2.35
C -0.49 2.75 -3.85
Cl 0.69 2.11 -5.06
C 1.95 0.45 -0.94
C 2.83 -0.03 0.27
C 4.13 -0.77 -0.22
C 5.27 -0.86 0.88
O 4.94 -0.24 2.13
C 5.63 1.03 2.14
C -2.14 -1.70 -1.17
F -2.46 -3.09 -1.24
F -2.24 -1.27 -2.50
C -3.21 -1.09 -0.23
C -4.10 -1.98 0.51
C -5.13 -1.47 1.41
C -5.37 -0.05 1.60
C -4.50 0.85 0.84
C -4.72 2.38 0.96
F -6.01 2.62 0.48
F -4.72 2.85 2.23
F -3.90 3.09 0.13
C -3.44 0.33 -0.02
H 1.52 -2.80 1.24
H 0.30 -3.46 2.38
H 0.40 -1.69 2.18
H -0.44 -3.82 0.02
H -1.62 -2.86 1.08
H -0.25 -3.20 -2.16
H 0.43 -1.59 -2.64
H 2.24 -2.51 -2.12
H 1.59 -3.72 -1.25
H -0.73 2.30 0.22
H 1.09 2.56 0.16
H 0.89 0.45 2.08
H 1.00 2.21 2.38
H -0.80 1.05 3.70
H -1.76 0.70 2.23
H -0.53 3.98 2.47
H -1.42 1.03 -1.96
H 0.00 0.48 -2.90
H 1.14 2.77 -2.41
H -0.54 3.30 -1.75
H -1.50 2.27 -3.92
H -0.63 3.85 -4.00
H 2.33 1.46 -1.24
H 2.07 -0.18 -1.87
H 3.16 0.90 0.81
H 2.31 -0.68 1.01
H 4.57 -0.27 -1.13
H 3.92 -1.83 -0.54
H 5.47 -1.95 1.10
H 6.23 -0.47 0.43
H 5.35 1.61 3.05
H 6.75 0.89 2.13
H 5.34 1.62 1.23
H -4.04 -3.09 0.46
H -5.78 -2.18 1.98
H -6.15 0.36 2.27
H -2.82 1.10 -0.53
Ag -1.14 -3.83 -3.82
*
```

- calculated total energy (eV) = -72006.6620
- gap between HOMO and LUMO (eV) = 4.5